Below is CHO3Rb as an isolated structure, with properties calculated with ωB97M-V/def2-TZVPD.

Element x y z (Å)
1 Rb -19.0761 -2.1822 15.8350
2 O -19.6851 -3.9989 12.7965
3 C -19.5321 -3.4794 14.0383
4 O -20.0356 -2.3628 14.2306
5 O -18.9616 -4.1211 14.9502
6 H -20.2451 -3.2743 12.5082

Force components x, y, z for each atom (eV/Å):
Rb 7.32 7.51 16.34
O 0.24 0.13 0.59
C -0.21 -3.81 -0.80
O -7.05 -0.16 -11.51
O 0.11 -3.70 -3.28
H -0.41 0.03 -1.34

HOMO energy: -9.32 eV
gap between HOMO and LUMO: 9.160 eV
multiplicity: 1

Computed Mulliken charges, given in elementary charges: 0.79, -0.38, 0.87, -0.79, -0.79, 0.30